(a)
{"formula": "C5H14", "method": "the ωB97M-V functional and the def2-TZVPD basis", "species": ["C", "C", "C", "H", "H", "H", "H", "H", "H", "H", "H", "C", "C", "H", "H", "H", "H", "H", "H"], "coordinates": [[1.797, -0.189, 0.981], [1.041, 0.026, 2.290], [1.301, 0.669, -0.186], [2.860, -0.023, 1.164], [1.750, -1.252, 0.726], [-0.020, 0.211, 2.146], [0.529, 0.192, -0.770], [1.499, 0.787, 2.929], [1.132, -0.870, 2.921], [1.036, 1.665, 0.186], [2.166, 0.920, -0.817], [-2.116, 0.445, -1.488], [-1.621, -1.001, -1.330], [-1.443, 1.197, -1.077], [-2.214, 0.659, -2.553], [-3.106, 0.645, -1.068], [-0.857, -1.145, -2.097], [-2.435, -1.665, -1.630], [-1.299, -1.272, -0.326]], "total_charge": -1, "spin_multiplicity": 2, "homo_lumo_gap_ev": [2.67, 12.15], "homo_energy_ev": [1.580, -7.895], "e_lumo_ev": [4.25, 4.25]}

(b)
{"formula": "C5H14", "method": "the ωB97M-V functional and the def2-TZVPD basis", "species": ["C", "C", "C", "H", "H", "H", "H", "H", "H", "H", "H", "C", "C", "H", "H", "H", "H", "H", "H"], "coordinates": [[1.619, 0.607, 0.733], [0.873, 1.719, 0.014], [1.052, 0.154, 1.984], [1.559, -0.291, 0.071], [2.743, 0.797, 0.824], [-0.163, 1.782, 0.517], [0.154, 0.649, 2.337], [0.895, -0.992, 2.131], [1.824, 0.261, 2.910], [1.417, 2.709, -0.090], [0.809, 1.576, -1.074], [-1.413, -1.460, -2.004], [-1.968, -0.905, -0.663], [-1.195, -2.497, -1.903], [-2.176, -1.370, -2.754], [-0.482, -1.107, -2.418], [-2.663, -1.661, -0.105], [-2.447, 0.034, -0.900], [-1.247, -0.585, 0.064]], "total_charge": -1, "spin_multiplicity": 2, "homo_lumo_gap_ev": [2.71, 10.91], "homo_energy_ev": [1.514, -6.608], "e_lumo_ev": [4.22, 4.30]}

(c)
{"formula": "C5H14", "method": "the ωB97M-V functional and the def2-TZVPD basis", "species": ["C", "C", "C", "H", "H", "H", "H", "H", "H", "H", "H", "C", "C", "H", "H", "H", "H", "H", "H"], "coordinates": [[0.069, -2.020, -0.636], [-0.313, -1.142, 0.608], [0.766, -3.210, -0.018], [0.678, -1.585, -1.483], [-0.839, -2.257, -1.267], [-1.250, -0.571, 0.500], [-0.499, -1.826, 1.441], [1.715, -2.958, 0.451], [0.476, -0.450, 0.779], [1.096, -4.090, -0.658], [0.118, -3.620, 0.811], [-0.092, 3.017, 0.748], [-0.427, 3.131, -0.757], [-0.944, 2.867, 1.325], [0.743, 2.264, 0.736], [0.315, 3.990, 1.102], [-0.966, 2.310, -1.258], [0.505, 3.228, -1.356], [-1.165, 3.996, -0.861]], "total_charge": -1, "spin_multiplicity": 2, "homo_lumo_gap_ev": [2.56, 11.58], "homo_energy_ev": [1.542, -7.489], "e_lumo_ev": [4.10, 4.09]}

Most stable structure: (a)

(a)
{"formula": "C5H14", "method": "the ωB97M-V functional and the def2-TZVPD basis", "species": ["C", "C", "H", "H", "H", "H", "H", "H", "C", "C", "C", "H", "H", "H", "H", "H", "H", "H", "H"], "coordinates": [[-0.619, 3.591, 1.108], [-0.129, 2.957, -0.199], [0.108, 4.325, 1.460], [-1.594, 4.077, 1.036], [-0.751, 2.827, 1.875], [0.399, 3.691, -0.816], [0.546, 2.142, 0.011], [-0.980, 2.652, -0.810], [0.306, -2.558, 0.287], [1.458, -1.863, -0.514], [-0.943, -2.779, -0.592], [0.082, -1.869, 1.090], [0.613, -3.530, 0.652], [1.369, -0.805, -0.292], [2.427, -2.315, -0.281], [-1.330, -1.786, -0.827], [-1.664, -3.406, -0.071], [1.363, -2.148, -1.567], [-0.661, -3.203, -1.551]], "total_charge": -1, "spin_multiplicity": 2, "homo_lumo_gap_ev": [2.75, 12.17], "homo_energy_ev": [1.495, -7.923], "e_lumo_ev": [4.25, 4.25]}

(b)
{"formula": "C5H14", "method": "the ωB97M-V functional and the def2-TZVPD basis", "species": ["C", "C", "C", "H", "H", "H", "H", "H", "H", "H", "H", "C", "C", "H", "H", "H", "H", "H", "H"], "coordinates": [[1.842, 0.586, -0.217], [0.692, 0.523, -1.243], [2.934, 1.426, -0.852], [2.162, -0.493, 0.145], [1.489, 1.021, 0.745], [1.114, 0.114, -2.149], [-0.085, -0.105, -0.966], [3.831, 1.617, -0.197], [2.518, 2.432, -1.066], [0.415, 1.584, -1.571], [3.213, 1.316, -1.925], [-2.096, -1.940, 1.094], [-2.933, -0.550, 1.195], [-1.047, -1.843, 1.319], [-2.321, -2.492, 1.950], [-2.509, -2.533, 0.303], [-2.874, -0.216, 2.215], [-2.386, 0.124, 0.404], [-3.960, -0.572, 0.815]], "total_charge": -1, "spin_multiplicity": 2, "homo_lumo_gap_ev": [2.41, 11.38], "homo_energy_ev": [1.532, -7.536], "e_lumo_ev": [3.94, 3.84]}

Most stable structure: (a)

(a)
{"formula": "C8H8N2O", "method": "the ωB97M-V functional and the def2-TZVPD basis", "species": ["C", "C", "C", "C", "C", "C", "C", "C", "N", "N", "O", "H", "H", "H", "H", "H", "H", "H", "H"], "coordinates": [[1.721, -0.761, -2.286], [-0.616, 1.104, 0.019], [-0.869, 0.273, 1.042], [0.965, -0.104, -1.394], [0.248, 0.980, -1.136], [0.673, -1.560, 0.741], [0.253, 2.158, -2.088], [-0.838, -1.655, 2.554], [2.329, -1.420, -3.024], [-0.292, -0.959, 1.384], [1.389, -2.498, 0.840], [-1.200, 2.014, 0.025], [-1.610, 0.575, 1.770], [-0.560, 2.062, -2.809], [0.123, 3.089, -1.539], [1.192, 2.203, -2.635], [-1.151, -0.937, 3.311], [-1.696, -2.265, 2.261], [-0.062, -2.300, 2.964]], "spin_multiplicity": 1, "homo_lumo_gap_ev": [7.57, 7.57], "homo_energy_ev": [-8.004, -8.005], "e_lumo_ev": [-0.44, -0.44]}

(b)
{"formula": "C8H8N2O", "method": "the ωB97M-V functional and the def2-TZVPD basis", "species": ["C", "C", "C", "C", "C", "C", "C", "C", "N", "N", "O", "H", "H", "H", "H", "H", "H", "H", "H"], "coordinates": [[-1.767, -0.628, 0.666], [-3.154, -0.640, 0.532], [-1.369, 0.642, 0.240], [1.877, -0.278, 0.088], [1.027, 0.450, 0.799], [0.874, 0.638, -1.964], [1.817, -0.343, -1.417], [-0.074, 1.218, 0.203], [-3.600, 0.509, 0.054], [-2.521, 1.276, -0.108], [0.576, 1.105, -3.003], [-1.129, -1.409, 1.026], [-3.841, -1.426, 0.784], [2.650, -0.866, 0.558], [1.114, 0.458, 1.881], [2.813, -0.192, -1.850], [1.463, -1.332, -1.732], [0.020, 2.290, 0.115], [-2.621, 2.189, -0.517]], "spin_multiplicity": 1, "homo_lumo_gap_ev": [7.40, 7.33], "homo_energy_ev": [-7.149, -7.186], "e_lumo_ev": [0.25, 0.15]}

Most stable structure: (b)

(a)
{"formula": "C3H12N2O", "method": "the ωB97M-V functional and the def2-TZVPD basis", "species": ["N", "C", "C", "C", "N", "H", "H", "H", "H", "H", "H", "H", "H", "H", "H", "H", "H", "O"], "coordinates": [[1.884, -0.898, 1.562], [0.621, -1.091, 0.827], [-0.179, 0.261, 0.837], [-0.981, 0.829, -0.414], [-2.354, 0.954, 0.264], [1.588, -0.836, 2.499], [2.483, -0.056, 1.312], [0.910, -1.436, -0.113], [0.114, -1.829, 1.319], [0.477, 1.143, 1.081], [-0.786, -0.021, 1.683], [-0.625, 1.778, -0.880], [-1.010, 0.180, -1.329], [-3.120, 0.401, -0.131], [-2.668, 1.880, 0.028], [0.618, -0.154, -2.435], [1.688, -0.324, -3.476], [1.340, -0.781, -2.634]], "total_charge": -1, "spin_multiplicity": 2, "homo_lumo_gap_ev": [3.03, 9.44], "homo_energy_ev": [0.976, -5.484], "e_lumo_ev": [4.00, 3.95]}

(b)
{"formula": "C3H12N2O", "method": "the ωB97M-V functional and the def2-TZVPD basis", "species": ["C", "C", "N", "H", "H", "H", "H", "H", "H", "H", "H", "N", "C", "O", "H", "H", "H", "H"], "coordinates": [[2.315, -1.236, 0.524], [3.452, -1.232, -0.164], [-0.436, 1.182, -2.518], [1.569, -2.002, 0.351], [-0.128, -0.082, -0.048], [2.096, -0.571, 1.338], [3.578, -2.045, -0.868], [4.129, -0.396, -0.093], [-0.028, 2.018, -2.090], [0.322, 0.784, -3.068], [-1.224, 1.361, -3.129], [-2.361, 1.138, 1.298], [-1.951, -0.085, 0.707], [-0.509, -0.222, 0.832], [-3.262, 1.140, 1.748], [-2.260, 1.985, 0.759], [-2.157, -0.199, -0.355], [-2.300, -0.956, 1.249]], "total_charge": -1, "spin_multiplicity": 2, "homo_lumo_gap_ev": [2.96, 9.67], "homo_energy_ev": [1.112, -5.751], "e_lumo_ev": [4.08, 3.91]}

Most stable structure: (b)

(a)
{"formula": "C5H10N2S", "method": "the ωB97M-V functional and the def2-TZVPD basis", "species": ["C", "C", "C", "C", "C", "H", "H", "H", "H", "H", "H", "H", "H", "H", "H", "N", "N", "S"], "coordinates": [[-0.934, 1.559, 1.637], [0.339, 0.428, -0.175], [1.371, -0.742, -0.012], [1.198, -0.930, -1.604], [-0.094, -0.075, -1.586], [-2.634, -0.359, 1.274], [-1.211, -1.073, 1.943], [-1.749, 1.205, 2.317], [0.778, 1.368, -0.277], [0.905, -1.495, 0.595], [2.332, -0.471, 0.349], [1.243, -2.004, -1.874], [2.034, -0.532, -2.174], [-0.009, 0.835, -2.343], [-1.092, -0.594, -1.532], [-1.532, -0.627, 1.062], [-0.733, 0.533, 0.803], [-0.213, 2.972, 1.596]], "smiles": "NN(C=S)C1CCC1", "spin_multiplicity": 1, "homo_lumo_gap_ev": 9.10, "homo_energy_ev": -8.428, "e_lumo_ev": 0.68}

(b)
{"formula": "C5H10N2S", "method": "the ωB97M-V functional and the def2-TZVPD basis", "species": ["C", "C", "C", "C", "C", "N", "N", "S", "H", "H", "H", "H", "H", "H", "H", "H", "H", "H"], "coordinates": [[1.488, 0.382, -0.236], [-0.868, 1.161, -0.560], [-0.241, -0.322, 1.316], [-0.376, -1.277, -0.911], [0.098, 0.033, -0.133], [2.258, 1.197, 0.171], [3.516, 0.860, 0.352], [3.887, -0.679, -0.137], [-0.701, 2.184, -0.059], [-0.823, 1.248, -1.584], [-1.822, 0.858, -0.313], [-0.240, 0.698, 1.803], [-1.287, -0.634, 1.441], [0.405, -0.928, 1.771], [-0.559, -1.212, -1.968], [0.240, -2.064, -0.667], [-1.270, -1.633, -0.441], [4.193, 1.555, 0.273]], "spin_multiplicity": 1, "homo_lumo_gap_ev": [7.03, 6.25], "homo_energy_ev": [-7.658, -7.343], "e_lumo_ev": [-0.63, -1.09]}

Most stable structure: (a)

(a)
{"formula": "C3H4S", "method": "the ωB97M-V functional and the def2-TZVPD basis", "species": ["C", "C", "C", "S", "H", "H", "H", "H"], "coordinates": [[0.090, 0.549, -0.205], [-1.250, 1.017, 0.170], [0.902, -0.566, -0.589], [-1.950, 2.406, 0.747], [1.728, -0.544, -0.024], [1.184, -0.582, -1.579], [0.209, -1.389, -0.529], [-3.346, 1.876, 0.601]], "smiles": "CC#CS", "spin_multiplicity": 1, "homo_lumo_gap_ev": 7.92, "homo_energy_ev": -7.900, "e_lumo_ev": 0.02}

(b)
{"formula": "C3H4S", "method": "the ωB97M-V functional and the def2-TZVPD basis", "species": ["C", "C", "C", "S", "H", "H", "H", "H"], "coordinates": [[-0.507, -0.339, 0.168], [-1.722, -0.644, -0.284], [0.391, 0.673, -0.174], [2.043, 0.539, 0.132], [-0.172, -1.002, 0.894], [-2.527, -0.182, -0.798], [0.452, 1.205, -1.084], [2.042, -0.250, 1.146]], "spin_multiplicity": 1, "homo_lumo_gap_ev": [7.04, 8.38], "homo_energy_ev": [-7.274, -8.948], "e_lumo_ev": [-0.24, -0.57]}

Most stable structure: (a)

(a)
{"formula": "C3H4S", "method": "the ωB97M-V functional and the def2-TZVPD basis", "species": ["C", "C", "C", "S", "H", "H", "H", "H"], "coordinates": [[0.457, 0.826, 0.394], [-2.539, 1.573, 0.352], [1.107, -0.440, 0.042], [-1.251, 0.631, 0.161], [1.118, -0.607, -1.068], [0.544, -1.234, 0.469], [2.250, -0.320, 0.182], [-1.685, -0.429, -0.532]], "spin_multiplicity": 1, "homo_lumo_gap_ev": [7.80, 6.48], "homo_energy_ev": [-9.034, -7.930], "e_lumo_ev": [-1.23, -1.45]}

(b)
{"formula": "C3H4S", "method": "the ωB97M-V functional and the def2-TZVPD basis", "species": ["C", "C", "C", "S", "H", "H", "H", "H"], "coordinates": [[-0.281, -0.823, 0.478], [0.364, 0.453, 0.580], [-0.093, 0.212, -0.793], [-0.926, -2.181, 0.903], [-0.102, 1.378, 1.111], [1.398, 0.392, 0.465], [0.677, 0.102, -1.614], [-1.036, 0.467, -1.130]], "smiles": "S=C1CC1", "spin_multiplicity": 1, "homo_lumo_gap_ev": 7.99, "homo_energy_ev": -8.080, "e_lumo_ev": -0.09}

Most stable structure: (b)

(a)
{"formula": "C22H33N3O4", "method": "the ωB97M-V functional and the def2-TZVPD basis", "species": ["C", "H", "O", "C", "C", "C", "C", "C", "C", "H", "C", "N", "C", "C", "N", "C", "O", "C", "H", "C", "C", "O", "N", "C", "H", "H", "H", "C", "H", "H", "C", "H", "H", "C", "C", "H", "C", "H", "O", "C", "C", "H", "H", "H", "H", "H", "H", "H", "H", "H", "H", "H", "H", "H", "H", "H", "H", "H", "H", "H", "H", "H"], "coordinates": [[-0.456, -5.997, 1.542], [-0.841, -6.990, 1.766], [0.744, -6.210, 0.826], [1.387, -5.135, 0.306], [2.502, -5.411, -0.489], [3.212, -4.380, -1.066], [2.812, -3.065, -0.886], [1.705, -2.776, -0.101], [1.013, -3.812, 0.514], [0.179, -3.582, 1.157], [1.219, -1.352, 0.047], [0.063, -0.984, -0.757], [0.249, -1.005, -2.191], [0.168, -2.407, -2.816], [-0.837, -3.223, -2.166], [-1.403, -3.003, -0.968], [-2.107, -3.836, -0.424], [-1.187, -1.613, -0.376], [-1.202, -1.711, 0.712], [-2.394, -0.751, -0.815], [-2.081, 0.736, -0.731], [-1.921, 1.384, -1.750], [-2.006, 1.306, 0.492], [-2.141, 0.612, 1.748], [-1.181, 0.229, 2.104], [-2.843, -0.214, 1.667], [-2.525, 1.311, 2.493], [-1.567, 2.687, 0.567], [-2.123, 3.185, 1.365], [-1.813, 3.146, -0.391], [-0.058, 2.772, 0.813], [0.176, 2.293, 1.767], [0.435, 2.202, 0.022], [0.516, 4.192, 0.834], [-0.049, 5.055, 1.965], [0.120, 4.586, 2.936], [0.629, 6.427, 1.936], [0.199, 7.093, 2.687], [0.447, 7.077, 0.701], [0.973, 6.326, -0.371], [0.315, 4.949, -0.480], [0.750, 4.398, -1.314], [-0.748, 5.090, -0.673], [0.787, 6.922, -1.267], [2.062, 6.208, -0.242], [1.706, 6.308, 2.141], [-1.121, 5.198, 1.825], [1.597, 4.093, 1.001], [-3.266, -1.021, -0.220], [-2.631, -0.955, -1.861], [-0.973, -4.151, -2.546], [1.137, -2.916, -2.738], [-0.085, -2.318, -3.878], [-0.518, -0.359, -2.624], [1.221, -0.568, -2.423], [2.023, -0.662, -0.229], [0.956, -1.160, 1.092], [3.365, -2.263, -1.354], [4.080, -4.601, -1.670], [2.789, -6.441, -0.632], [-1.189, -5.446, 0.944], [-0.269, -5.464, 2.480]], "smiles": "COc1cccc(CN2CCNC(=O)[C@@H]2CC(=O)N(C)CCC2CCOCC2)c1", "spin_multiplicity": 1, "homo_lumo_gap_ev": 9.01, "homo_energy_ev": -8.404, "e_lumo_ev": 0.60}

(b)
{"formula": "C22H33N3O4", "method": "the ωB97M-V functional and the def2-TZVPD basis", "species": ["C", "H", "O", "C", "C", "C", "C", "C", "C", "H", "H", "O", "C", "C", "N", "C", "C", "N", "C", "C", "H", "H", "H", "H", "C", "C", "O", "N", "C", "O", "C", "H", "H", "C", "C", "H", "C", "C", "H", "H", "H", "C", "H", "H", "H", "H", "H", "H", "H", "H", "H", "H", "H", "H", "H", "H", "H", "H", "H", "H", "H", "H"], "coordinates": [[6.033, 3.716, -0.268], [6.829, 4.515, -0.586], [6.883, 2.620, -0.513], [6.149, 1.308, -0.271], [6.906, 0.017, -0.532], [6.289, -1.139, -0.109], [4.913, -1.325, 0.369], [4.198, -0.040, 0.212], [4.709, 1.223, 0.019], [4.159, 2.012, 0.219], [3.119, 0.073, 0.629], [4.483, -2.388, 0.310], [3.259, -2.912, 0.613], [2.337, -2.500, -0.459], [0.944, -2.303, -0.227], [0.222, -3.462, 0.632], [-1.068, -3.203, 1.035], [-1.914, -2.634, -0.075], [-1.123, -1.301, -0.782], [0.128, -1.762, -1.097], [0.606, -0.944, -1.743], [-0.070, -2.488, -1.839], [-1.821, -0.909, -1.498], [-1.175, -0.559, 0.207], [-3.297, -2.238, -0.118], [-3.504, -1.074, 0.846], [-3.213, -0.963, 1.957], [-4.268, -0.128, -0.027], [-4.706, -0.919, -1.088], [-5.190, -0.375, -2.016], [-4.113, -2.199, -1.207], [-5.015, -3.006, -1.272], [-3.507, -2.503, -2.025], [-4.674, 0.953, 0.302], [-3.557, 1.967, -0.071], [-2.601, 2.016, 0.569], [-3.874, 3.516, -0.085], [-4.159, 3.890, 1.815], [-5.048, 3.396, 1.952], [-4.447, 5.068, 1.740], [-3.217, 3.529, 2.321], [-2.923, 4.458, -0.241], [-1.958, 4.180, 0.100], [-3.098, 5.296, -0.376], [-2.712, 4.214, -1.599], [-4.658, 3.632, -0.500], [-3.191, 1.736, -1.079], [-4.702, 0.976, 1.438], [-5.537, 1.415, -0.329], [-3.734, -3.185, 0.798], [-1.566, -3.868, 1.364], [-0.997, -2.220, 1.705], [1.068, -3.705, 1.262], [0.272, -4.346, -0.115], [2.801, -1.821, -0.983], [2.421, -3.403, -0.906], [3.207, -3.817, 1.034], [2.806, -2.056, 1.576], [6.976, -1.843, -0.239], [8.062, 0.299, -0.366], [5.668, 3.772, 0.580], [5.193, 3.741, -0.966]], "spin_multiplicity": 1, "homo_lumo_gap_ev": 7.97, "homo_energy_ev": -7.511, "e_lumo_ev": 0.45}

Most stable structure: (a)